[1]
Below is C23H37Cl2N4O4RbS3Si as an isolated structure, with properties calculated with the ωB97M-V functional and the def2-TZVPD basis.

Properties
- Kohn-Sham gap: 4.7 eV
- ΔE to the lowest compared entry with this formula, charge and spin: 0.3813 eV
- Net charge: -2

XYZ file:
```
75
Properties=species:S:1:pos:R:3:forces:R:3:mulliken_charge:R:1
H 2.6443 0.7744 0.7459 -0.02 -0.01 -0.02 0.141
C -0.1547 1.8818 -3.4225 -0.02 0.05 -0.07 -1.611
H 0.7654 1.9173 -4.0104 0.00 -0.01 0.00 0.357
N -4.8363 7.4326 0.7266 -0.03 -0.01 -0.01 -0.633
H -0.2897 -4.4194 3.6702 -0.01 0.01 -0.01 0.221
Rb -1.7472 0.1401 1.7821 -0.20 0.27 -0.39 1.016
H 0.3182 -3.2489 1.9289 0.02 -0.01 -0.01 0.164
S -2.5242 1.9078 4.6626 0.05 0.01 -0.10 -0.625
N -1.3233 -5.0725 1.9523 0.03 -0.03 0.00 -0.075
O 0.2593 -1.1756 -2.5471 0.01 0.01 -0.12 -0.429
H 1.7495 3.4972 -2.3332 0.00 0.00 0.01 0.390
C 3.6915 -0.5884 -0.5798 -0.09 -0.02 -0.04 1.887
H -2.1125 -5.6863 1.8706 -0.01 0.01 0.00 0.231
H 1.2029 -4.3651 -3.0658 -0.03 0.01 -0.01 0.537
H 0.6563 -5.4494 2.5726 0.00 0.00 -0.01 0.299
H 5.2479 0.8997 -0.8582 -0.01 0.00 0.00 0.456
H 2.7578 -0.8763 1.3474 -0.01 0.01 0.00 0.214
H -0.6182 -3.5669 -4.6695 0.00 0.00 0.00 0.384
S -4.6294 1.4666 1.9840 -0.06 0.13 0.05 -0.457
C 4.6371 -1.7794 -0.4596 0.04 -0.02 0.02 -1.879
H -0.6258 -6.1460 3.5722 0.01 -0.01 -0.01 0.337
Cl -2.2513 -2.2281 3.8654 0.04 -0.16 0.25 -0.099
H -2.0619 4.6299 4.7906 0.00 0.01 0.00 0.433
H 5.5641 -1.4974 0.0464 -0.01 0.00 0.00 0.450
C -0.3417 -5.2732 2.9872 -0.01 -0.01 0.04 -0.923
H -0.6277 0.9140 -3.5842 0.01 -0.01 0.03 0.209
C -3.1215 3.1905 3.6348 0.01 -0.07 0.05 0.049
H 1.9549 -3.2129 -1.9477 -0.09 -0.01 -0.02 0.098
C 0.5485 -2.3217 -3.3321 -0.07 0.02 0.13 2.060
H 0.2627 -3.7170 -1.7124 -0.04 0.02 0.05 0.109
H 3.6541 1.3596 -1.5026 -0.02 -0.01 0.00 0.094
H -1.8310 2.7063 -1.4048 0.02 0.01 -0.02 0.424
H 4.1555 -2.5779 0.1077 0.00 0.00 0.00 0.348
C 1.6065 -1.9537 -4.3693 0.00 0.00 -0.06 -1.643
N -0.2955 -3.2003 1.1310 0.12 0.04 0.03 0.396
C -2.7241 4.4978 3.9451 0.01 0.00 0.00 -0.894
H -0.1883 -2.3081 0.5644 0.01 -0.06 0.01 -0.111
O 0.2783 -0.8418 0.1422 -0.06 0.07 -0.15 0.115
H -1.1248 -1.8649 -4.6158 0.00 0.00 0.01 0.365
C -1.0828 1.9741 -1.0956 -0.07 0.04 0.05 -1.205
C -4.4617 6.5431 1.3565 0.08 0.03 0.05 0.012
H 4.8801 -2.1616 -1.4530 -0.01 0.00 -0.01 0.321
C 3.2985 -0.0959 0.8113 0.02 0.02 0.04 -1.414
N -2.3191 7.9604 3.9555 0.03 0.00 0.00 -0.643
Cl 0.4202 -0.9935 3.7989 0.14 -0.15 0.25 -0.055
C -3.9932 5.4350 2.1354 -0.08 -0.01 -0.06 0.654
H 4.1907 0.1833 1.3787 0.00 -0.01 -0.02 0.543
O 1.1412 1.1091 -1.5502 0.01 0.05 0.00 0.277
H 2.5272 -1.6470 -3.8736 0.01 0.01 0.04 0.081
C 0.1767 2.0779 -1.9454 0.05 -0.09 0.01 1.898
H 1.1095 3.5531 -0.6816 0.00 0.00 0.00 0.370
H -1.5096 -2.9473 -3.2630 0.00 0.01 0.02 0.333
C 0.8400 3.4333 -1.7319 0.01 0.03 -0.01 -1.911
H 1.2465 -1.1234 -4.9814 0.01 0.00 0.01 0.317
C -4.0040 2.9994 2.5167 -0.04 -0.05 -0.04 -0.033
C 4.3542 0.5350 -1.3734 0.07 0.02 0.01 -1.573
H -0.8486 -1.6584 5.6652 -0.01 0.03 0.03 0.399
H -5.0634 4.0091 0.9658 0.00 0.00 0.00 0.442
S -2.5356 -3.9633 -0.1076 0.08 -0.01 0.01 -0.515
C -1.0923 -1.1850 4.7230 -0.02 -0.10 0.01 0.331
H 0.1719 4.2494 -2.0142 -0.01 -0.01 0.00 0.417
C -3.1347 5.6175 3.2323 0.05 0.04 0.02 0.622
H -0.8358 2.1756 -0.0514 0.00 -0.02 -0.01 0.091
H 4.6450 0.1688 -2.3608 -0.01 0.00 0.00 0.337
C -0.7602 -2.7018 -4.0163 0.00 -0.03 -0.03 -1.769
C -4.4002 4.1498 1.8090 0.02 0.00 0.01 -0.869
C -1.2999 -4.0607 1.0439 -0.13 0.08 -0.07 0.258
O 2.5670 -1.0556 -1.3109 0.11 0.12 0.01 0.239
H 1.8201 -2.8047 -5.0229 0.00 0.01 0.01 0.478
C -2.6816 6.9172 3.6241 -0.06 -0.01 -0.01 0.018
H -1.5511 -0.1994 4.8288 0.03 -0.02 -0.02 -0.528
H -0.8260 2.6704 -3.7727 0.00 0.00 0.02 0.459
Si 0.9899 -0.5141 -1.2220 0.01 -0.03 0.17 -1.746
C 1.0244 -3.4752 -2.4542 0.11 -0.15 -0.05 -1.258
H -1.5290 0.9810 -1.1783 0.03 -0.01 -0.01 0.218
```
Positions in Å, forces in eV/Å.


[2]
Below is a 2-piece molecular cluster, C23H37F6N3O11P2S overall at a distorted geometry, with properties calculated with the ωB97M-V functional and the def2-TZVPD basis.

Properties
- SMILES string: CC(=O)OCCCCC[C@]1(C(=O)C(F)(F)C(F)(F)C(F)(F)C(=O)O)NC(=O)[C@@](N)(P(=N)(O)O)[C@]1(CCCOC(C)=O)[PH2]=S.CCO
- Kohn-Sham gap: 8.2 eV

XYZ file:
```
83
Properties=species:S:1:pos:R:3:forces:R:3:mulliken_charge:R:1
H -2.3499 -3.0584 3.0804 0.00 0.01 0.49 0.167
O 0.1302 -0.5112 -3.6929 1.91 -1.61 -2.55 -0.307
H -1.1116 -0.2564 0.6084 0.52 0.09 -0.30 0.708
H -3.9874 -3.4666 3.5856 0.07 -0.30 0.17 0.254
H 2.6599 0.9334 1.4025 -0.43 0.37 -0.50 0.262
H 2.5684 2.0327 -1.7574 -0.20 -0.33 0.17 0.453
O -5.2513 1.3586 -4.0551 -1.07 -2.91 -0.52 -0.437
H 0.4689 1.3024 1.6502 0.38 0.26 -0.62 0.086
C 2.1089 4.4487 2.8193 -0.45 1.26 -0.83 -1.003
C -2.3847 -1.2651 -0.7605 0.63 -0.24 0.85 -1.791
N 0.3017 -1.5612 -1.3117 0.26 -0.52 -1.06 0.205
F -1.5529 0.9234 -4.7992 0.65 0.19 -0.67 -0.351
H 3.9534 0.1998 -0.1368 0.19 -0.18 -0.10 0.320
H -2.2092 -1.7332 -1.7365 -0.13 0.31 0.03 0.486
H -3.3966 -0.8527 -0.7546 0.20 0.01 -0.29 0.682
P 3.1737 -0.2666 -3.0169 0.68 -1.32 -2.47 0.837
P 1.3920 0.4328 1.0230 -0.78 -1.00 0.93 0.031
C -1.7858 0.7415 -3.5010 0.24 0.63 0.11 0.783
H 4.8318 -0.0260 4.9870 0.06 -0.14 -0.02 0.295
C -4.6871 2.3042 -3.6812 0.48 1.40 -0.06 0.019
H 2.9756 1.3211 5.2672 -0.05 -0.06 -0.06 0.247
N 3.1509 -1.5645 -3.8875 -0.04 0.55 0.41 -0.870
H -0.3001 4.1435 -0.6392 -0.04 -0.12 0.24 0.327
H 2.8657 0.9047 -4.7921 0.00 -0.07 0.16 0.369
H -3.2426 -2.2927 0.9414 0.43 0.16 0.26 0.649
O -2.0450 -5.0468 1.6324 -0.75 0.61 -0.19 -0.325
F -3.7580 3.5189 -1.9465 0.10 0.45 0.28 -0.325
C -3.6925 2.2854 -2.4966 0.21 1.56 -0.33 0.958
H -3.9692 -4.8626 0.8128 0.17 0.28 -0.05 0.465
H -3.2021 -3.7052 -1.2718 -0.03 0.08 0.24 0.319
H -2.5941 -4.0235 4.5941 -0.16 0.14 -0.07 0.348
H 5.2597 -0.6827 -2.9276 -0.21 0.03 0.01 0.329
H 3.2694 -0.4531 6.9110 0.10 -0.03 0.01 0.338
C 0.6882 4.0190 2.4233 2.30 1.42 -0.03 0.726
H 3.8125 -1.0434 3.9532 -0.10 0.12 -0.07 0.206
O 0.0786 3.3187 3.1348 -1.84 -1.68 0.94 -0.467
C -2.8316 -5.1112 2.7612 0.94 2.43 0.42 0.605
H 2.1364 4.7323 3.8727 -0.01 -0.47 -0.04 0.368
H 2.2743 -1.4655 5.8749 0.04 -0.03 -0.07 0.265
C -2.3492 -2.4031 0.3112 -0.93 -0.32 -1.32 0.105
O -3.3775 -6.0852 3.0976 -1.22 -2.58 0.48 -0.491
H 2.2807 3.0309 0.4989 -0.31 -0.41 0.03 0.411
F -1.4326 2.5953 -1.9445 0.52 -0.52 0.43 -0.128
F -2.8399 -0.0797 -3.4881 -0.60 -0.54 0.85 -0.327
C 2.3639 -0.4635 -1.3216 0.68 -0.58 -0.18 0.066
C -2.9530 -3.8204 3.5846 0.74 0.07 -1.17 -0.713
C 1.5589 1.9827 -1.3309 -0.31 0.03 0.14 -0.775
H 2.6885 -1.3600 -4.7688 -0.11 -0.48 0.09 0.238
H -2.8314 -5.8424 -0.0973 -0.13 0.12 0.19 0.325
O 0.2063 4.5481 1.2553 0.44 -0.57 -0.27 -0.487
O 2.1090 -2.9265 -1.4656 1.54 -2.83 0.01 -0.525
H 2.8445 3.6781 2.5756 -0.20 -0.04 0.23 0.184
H 2.3596 5.3570 2.2542 0.13 -0.30 0.04 0.378
C 1.2103 0.5157 -0.8745 1.32 1.24 0.17 1.497
H 3.4187 -1.3775 0.2224 -0.11 0.19 0.07 0.289
H -1.9363 0.8016 -0.4970 0.55 0.04 -0.09 -0.125
H -1.5141 -4.0073 -0.8346 -0.25 -0.04 -0.07 0.256
C 0.1461 3.5846 0.1891 -0.24 0.28 -0.71 -0.642
S 1.1162 -1.3131 1.8392 0.19 -0.27 0.07 -0.356
F -2.0717 3.0501 -3.9245 0.29 0.30 -0.55 -0.361
O 4.7289 0.1083 -2.7489 -0.79 0.71 0.40 -0.572
C -0.5209 0.0231 -2.8974 -1.17 1.94 2.33 -0.551
C 1.5394 3.1325 -0.3003 -0.36 0.82 -0.51 -1.342
C -0.1263 -0.1374 -1.3867 -0.07 -2.30 1.24 0.850
H -0.2039 -2.2285 -1.8845 -0.35 0.04 0.42 0.408
F -4.0282 1.4390 -1.5442 -0.24 -0.97 0.22 -0.203
H 0.9069 2.2211 -2.1805 0.16 0.18 0.24 0.397
O -4.8549 3.4990 -4.2746 1.12 0.71 0.43 -0.464
H -0.5513 2.7660 0.4097 0.27 0.10 0.31 0.486
H -1.4248 -2.3933 0.8925 -0.23 0.01 0.01 -0.162
C -1.3498 -0.1278 -0.4509 -1.69 0.70 -0.18 -0.507
C 3.8098 -0.3840 4.8208 -0.05 0.15 0.31 -0.172
C -2.5059 -3.7576 -0.4251 0.76 -0.02 0.85 -0.679
C -2.9244 -4.9117 0.4808 0.38 -0.70 -0.74 -0.862
C 1.6585 -1.8610 -1.4077 -2.14 4.13 0.41 -0.832
O 2.5592 0.9773 -3.8768 0.21 0.36 1.16 -0.547
H 3.9249 -1.9763 6.2798 -0.01 0.02 0.03 0.345
N 3.5181 -0.6464 -0.4711 -0.17 0.07 0.03 -0.415
H -4.8949 3.3595 -5.2313 -0.47 -0.08 0.10 0.379
O 2.9752 0.7288 4.5073 0.03 0.10 -0.28 -0.389
H 1.9153 4.0043 -0.8590 0.05 -0.19 0.16 0.500
C -2.1905 2.1443 -2.9462 -1.49 0.15 -0.21 0.371
C 3.2942 -1.1176 6.0433 -0.06 -0.06 0.00 -1.090
```
Positions in Å, forces in eV/Å.